Computed, not measured: C8H16Br6O2Sr3 as an isolated structure, with wB97M-V/def2-TZVPD.

Energy relative to the best compared isomer or geometry (same formula, charge and spin) (kcal/mol): 50.7
2S+1: 1
Calculated total energy (a.u.): -15999.60539
Molecular weight (g mol⁻¹): 886.50
Largest force on an atom (hartree/bohr): 0.11309
Highest occupied orbital energy (eV): -18.36
Total charge: +4

The geometry in XYZ format:
```
35
Properties=species:S:1:pos:R:3:mulliken_charge:R:1
Sr 1.470 -2.029 -2.269 1.360
Sr 3.250 -1.255 1.384 1.579
Sr 3.084 1.313 -3.737 1.874
O 0.807 -1.477 0.218 -0.610
C 0.498 -0.063 0.272 0.221
C 0.263 0.750 -1.072 -0.525
O 1.254 0.658 -2.016 -0.715
H 1.369 0.351 0.781 -0.118
H -0.224 0.071 1.077 0.265
H 0.069 1.812 -0.924 0.333
H -0.588 0.325 -1.604 -0.098
Br -0.819 -5.506 1.993 -0.021
C 0.390 -4.074 2.322 -0.434
C -0.269 -2.963 3.094 -0.489
Br 1.103 -1.767 3.972 -0.186
H 0.719 -3.682 1.359 0.004
H 1.302 -4.437 2.796 0.452
H -0.756 -3.520 3.894 0.542
H -1.039 -2.401 2.565 0.346
Br 1.676 2.895 3.117 -0.187
C 0.646 4.197 2.056 -0.652
C 1.478 4.643 1.004 -0.429
Br 0.428 6.020 0.082 -0.085
H 0.289 5.010 2.690 0.483
H -0.300 3.731 1.780 0.389
H 1.574 3.903 0.208 0.081
H 2.451 5.023 1.314 0.455
Br -1.355 -2.865 -2.596 -0.171
C -1.893 -1.209 -3.612 -0.446
C -3.173 -0.676 -2.934 -0.780
Br -3.531 1.039 -4.006 -0.062
H -2.023 -1.492 -4.657 0.478
H -1.072 -0.494 -3.653 0.250
H -3.021 -0.523 -1.865 0.378
H -4.057 -1.306 -3.031 0.519
```

Computed, not measured: a 17-piece molecular cluster, H35O17 overall, with wB97M-V/def2-TZVPD.

Energy relative to the best compared isomer or geometry (same formula, charge and spin) (kcal/mol): 73.8
2S+1: 1
Calculated total energy (a.u.): -1299.79136
Molecular weight (g mol⁻¹): 307.26
Largest force on an atom (hartree/bohr): 0.06337
Highest occupied orbital energy (eV): -13.73
Total charge: +1

The geometry in XYZ format:
```
52
Properties=species:S:1:pos:R:3:mulliken_charge:R:1
O -0.219 -0.389 -3.053 -0.678
H -4.035 1.093 -0.979 0.307
H -4.470 1.073 -2.332 0.319
O -3.616 1.057 -1.863 -0.592
H 3.919 -3.027 -2.372 0.306
H 2.819 -1.489 0.483 0.260
O -0.027 -1.447 0.077 -0.448
H 1.735 -0.606 1.017 0.279
H -0.064 -2.194 0.693 0.233
O 1.145 -2.242 3.492 -0.545
H 2.089 -2.226 3.681 0.259
H -0.587 -4.839 0.364 0.302
O 2.524 2.797 -1.463 -0.592
H -0.846 2.153 -0.916 0.219
O -2.145 4.166 -1.555 -0.599
H -1.214 3.914 -1.650 0.390
H -3.718 0.552 2.175 0.288
O 3.525 -0.768 3.326 -0.571
H -3.466 -2.186 -2.083 0.294
H 4.502 1.414 1.216 0.308
O 0.285 -4.770 -0.048 -0.605
H -0.936 -0.150 -2.444 0.279
H -3.048 2.894 2.335 0.296
O 4.026 -2.990 -1.413 -0.626
H 2.205 -0.088 -1.199 0.501
H 3.545 -3.703 -0.986 0.324
O -3.903 0.357 3.102 -0.595
H 3.624 -1.490 3.951 0.285
H -4.532 -0.382 3.045 0.310
O -0.040 2.083 -1.463 -0.690
H -1.590 0.455 1.966 0.317
H 3.384 2.771 -1.889 0.310
O 3.589 1.723 1.236 -0.643
H -0.814 -0.876 0.244 0.307
H 3.068 1.184 0.615 0.359
O -1.790 0.145 1.075 -0.642
H 0.002 -1.314 -2.864 0.367
H -2.034 0.903 0.526 0.218
O -2.630 3.320 1.582 -0.544
H 3.270 0.011 3.828 0.321
H -2.569 3.521 -2.136 0.289
O 2.022 0.394 -2.042 -0.426
H 2.546 3.040 -0.530 0.299
H 1.133 0.026 -2.468 0.550
O 2.425 -0.611 0.332 -0.694
H -2.783 4.264 1.672 0.278
H 0.856 -3.069 3.908 0.308
O -4.313 -1.746 -1.926 -0.595
H -4.039 -1.009 -1.376 0.308
H 0.060 -5.058 -0.940 0.311
H -0.685 1.957 -2.204 0.326
H 1.814 1.401 -1.745 0.457
```

Computed, not measured: a 5-piece molecular cluster, C26H51BBrN3O6 overall, with wB97M-V/def2-TZVPD.

2S+1: 1
Calculated total energy (a.u.): -4235.38461
Molecular weight (g mol⁻¹): 592.42
Largest force on an atom (hartree/bohr): 0.24332
Highest occupied orbital energy (eV): -9.60

The geometry in XYZ format:
```
88
Properties=species:S:1:pos:R:3:mulliken_charge:R:1
C -4.111 -5.724 1.818 -0.703
C -2.966 -5.015 1.356 -0.303
C -1.751 -4.016 0.811 0.607
C -1.007 -4.605 -0.553 0.016
N -0.703 -5.289 -1.610 -0.489
C -2.192 -2.441 0.700 1.264
C -3.136 -2.069 2.029 -0.627
N -3.993 -1.987 3.024 -0.535
C -2.926 -2.019 -0.703 -0.240
C -3.979 -3.130 -1.297 0.255
O -5.073 -3.592 -0.675 -0.454
Br -3.575 -3.831 -3.161 -0.158
B -0.799 -1.531 0.874 0.521
O -0.161 -1.558 2.223 -0.719
N -0.188 -0.668 -0.215 0.069
C 0.594 0.507 0.331 -0.839
C 0.663 -1.456 -1.187 -0.522
H -4.787 -6.476 2.451 0.332
H -0.914 -4.069 1.660 0.497
H -3.575 -1.046 -0.466 0.439
H -2.200 -1.709 -1.571 0.058
H -0.555 -0.784 2.758 0.252
H 0.528 1.405 -0.446 0.270
H 1.752 0.237 0.429 0.340
H 0.202 0.890 1.374 0.184
H 0.089 -1.486 -2.227 -0.141
H 0.908 -2.552 -0.860 0.258
H 1.700 -0.922 -1.428 0.308
C -0.889 2.711 6.970 -1.096
C -1.293 1.672 5.935 -0.013
O -0.223 1.275 5.082 -0.430
C 0.908 0.682 5.716 -0.371
C 0.575 -0.586 6.484 -0.975
H -0.481 3.602 6.478 0.296
H -1.754 3.005 7.573 0.377
H -0.123 2.333 7.649 0.281
H -2.066 2.103 5.290 0.220
H -1.743 0.796 6.411 0.142
H 1.406 1.415 6.360 0.334
H 1.620 0.436 4.921 0.358
H -0.130 -0.399 7.298 0.265
H 1.482 -1.018 6.918 0.388
H 0.117 -1.326 5.819 0.227
C 2.407 1.929 -6.305 -0.921
C 2.761 1.269 -4.982 -0.265
O 1.667 1.199 -4.071 -0.426
C 0.524 0.466 -4.507 -0.310
C 0.822 -0.990 -4.818 -1.114
H 2.024 2.943 -6.136 0.295
H 3.290 1.988 -6.950 0.269
H 1.636 1.375 -6.843 0.268
H 3.540 1.861 -4.492 0.299
H 3.186 0.273 -5.139 0.271
H 0.061 0.967 -5.364 0.351
H -0.207 0.511 -3.692 0.310
H 1.543 -1.096 -5.632 0.358
H -0.094 -1.513 -5.111 0.381
H 1.245 -1.490 -3.940 0.284
C -5.569 -0.404 6.714 -0.924
C -5.846 1.075 6.933 -0.355
O -5.324 1.909 5.901 -0.423
C -5.818 1.674 4.584 -0.063
C -7.321 1.854 4.461 -1.143
H -4.490 -0.583 6.629 0.170
H -5.959 -0.993 7.550 0.401
H -6.034 -0.775 5.799 0.254
H -5.363 1.388 7.863 0.333
H -6.916 1.260 7.063 0.328
H -5.509 0.682 4.237 0.138
H -5.321 2.399 3.929 0.322
H -7.871 1.150 5.090 0.265
H -7.640 1.700 3.426 0.402
H -7.612 2.865 4.770 0.296
C 7.977 0.525 -5.667 -0.994
C 7.233 0.291 -6.972 -0.344
O 6.301 1.323 -7.286 -0.408
C 6.837 2.635 -7.444 -0.294
C 7.869 2.737 -8.554 -1.081
H 7.270 0.625 -4.835 0.238
H 8.651 -0.312 -5.457 0.391
H 8.577 1.436 -5.697 0.260
H 6.657 -0.636 -6.886 0.340
H 7.930 0.145 -7.802 0.305
H 7.243 2.993 -6.493 0.322
H 5.993 3.291 -7.686 0.319
H 8.740 2.106 -8.363 0.263
H 8.218 3.769 -8.657 0.385
H 7.437 2.417 -9.509 0.303
```